The following is a DFT calculation (ωB97M-V with the def2-TZVPD basis set) of 2 unconnected molecules or ions with the total composition C4H7NO2.

Energy relative to the best compared isomer or geometry (same formula, charge and spin) in kcal/mol: 58.39
DFT total energy in eV: -9844.748
LUMO in eV: 0.6
SMILES: C=NC=O.C=CO
HOMO energy in Eh: -0.3285

```
14
C4H7NO2 ωB97M-V with the def2-TZVPD basis set
O 0.3293 -0.2110 1.8702
O -2.0226 0.2336 0.0588
N -0.3566 1.7540 -0.3537
C 0.3750 -1.8278 0.1018
C 0.6678 1.2715 -0.9159
C -1.6276 1.2334 -0.5066
C 0.9578 -1.0245 0.9929
H 2.0393 -0.9329 1.0766
H 0.6353 0.4512 -1.6378
H 0.9732 -2.4225 -0.5780
H -2.3020 1.8694 -1.1043
H -0.7065 -1.9039 0.0376
H 1.6471 1.6767 -0.6576
H -0.6095 -0.1671 1.6159
```